# 1
Here is C3H12BN2O as an isolated structure from the Open Molecules 2025 dataset. Energies are from ωB97M-V/def2-TZVPD.

Structure (XYZ):
```
19
Properties=species:S:1:pos:R:3:forces:R:3:mulliken_charge:R:1
O 0.69112 -1.10241 -1.01607 -1.0 2.2 1.3 -0.7505
N 0.33260 -0.04884 1.44814 -0.8 -1.9 2.3 -0.0191
N -1.05491 0.54008 -0.77143 3.1 -1.3 4.7 -0.4522
C -0.72842 -0.53649 -3.11575 -0.9 2.0 -4.0 -0.8363
C 1.14620 0.25970 2.65327 2.5 1.7 0.4 -0.7760
C -0.45708 1.04634 0.98327 -4.5 0.0 -4.0 -0.4547
B -0.31543 -0.30952 -1.64631 -0.1 -1.5 0.7 0.4102
H -1.45103 1.16464 1.63271 2.5 0.0 -1.6 0.3067
H -0.01923 1.95061 0.53185 0.5 -0.5 1.4 0.4028
H -1.74492 -0.91361 -3.47540 0.8 0.7 1.4 0.3281
H 0.90527 -0.40012 0.67968 -0.1 -0.8 -0.6 0.3440
H -0.13133 -1.19351 -3.80097 0.3 0.7 1.0 0.2922
H 1.13955 -1.84044 -1.37472 0.3 -0.8 -1.2 0.3089
H 2.20567 0.61552 2.38120 -1.8 -0.1 0.0 0.3035
H -1.61779 1.30597 -0.85763 -1.8 1.9 -1.3 0.2375
H -0.68558 0.57508 -3.65866 0.0 -2.7 1.2 0.2447
H -0.36120 -0.80421 1.81346 1.5 1.2 -1.6 0.4083
H 0.62562 1.04374 3.21258 0.2 -0.2 0.0 0.3511
H 1.38578 -0.57316 3.30266 -0.7 -0.5 -0.2 0.3510
```
Positions in Å, forces in eV/Å.

HOMO-LUMO gap ... 10.444 eV
HOMO energy ... -14.003 eV
ΔE to the lowest compared entry with this formula, charge and spin ... 1.510 eV
Net charge ... +1


# 2
Here is BCdH10O7P as an isolated structure from the Open Molecules 2025 dataset. Energies are from ωB97M-V/def2-TZVPD.

Structure (XYZ):
```
20
Properties=species:S:1:pos:R:3:forces:R:3:mulliken_charge:R:1
Cd -0.01212 -0.12680 0.05399 0.5 0.3 -0.9 -0.9807
P 2.40515 -0.76913 0.66056 3.5 0.1 0.8 0.9724
O -1.71739 -0.68414 -0.93152 -3.6 -1.3 -1.3 -0.0588
O -0.71640 -1.47158 1.55508 -1.7 -1.5 1.7 0.2843
O 3.59558 0.03252 0.27819 3.2 0.6 -2.8 -0.8565
O 1.43696 -1.27137 -0.47121 3.3 -4.4 -1.5 -0.7339
O 1.58615 0.41962 1.14486 -1.7 2.4 4.3 -0.6037
O 2.91280 -1.74832 1.69794 -1.5 -1.9 0.6 -0.8829
O -1.27001 1.21592 0.90469 -3.0 2.1 2.1 0.4416
B 0.25546 1.34716 -1.75531 0.2 0.7 -1.1 0.5915
H -0.72317 -2.42800 1.51716 0.5 -0.4 -0.2 0.1551
H 1.22082 1.56124 -2.18715 3.7 0.7 -1.3 -0.2628
H -2.57857 -0.60152 -0.52192 -0.3 0.0 0.2 0.1762
H -1.18185 2.16336 1.00867 0.5 0.5 -0.2 0.1052
H -1.86936 -1.23246 -1.70125 0.4 -0.1 -0.5 0.1875
H -2.18432 1.03464 1.12245 -0.6 0.0 0.3 0.0807
H -0.92992 -1.26596 2.46522 0.3 0.3 0.4 0.1276
H -0.45356 2.04876 -2.16677 -3.3 2.8 -1.7 -0.2805
H -0.03008 0.33421 -1.99330 -1.0 -3.6 -1.9 -0.2260
H 0.25384 1.44188 -0.68048 0.7 2.5 2.8 -0.2364
```
Positions in Å, forces in eV/Å.

HOMO-LUMO gap ... 2.499 eV
HOMO energy ... 1.951 eV
ΔE to the lowest compared entry with this formula, charge and spin ... 5.165 eV
Net charge ... -2


# 3
Here is an isolated ion of composition C12H24BrFO3P and charge -1 from the Open Molecules 2025 dataset. Energies are from ωB97M-V/def2-TZVPD.

Structure (XYZ):
```
42
Properties=species:S:1:pos:R:3:forces:R:3:mulliken_charge:R:1
Br 3.32905 4.76230 0.22538 -0.3 -0.3 -0.1 -0.2983
P 1.71702 0.67026 -1.43075 -0.7 -1.2 1.3 0.9697
F -1.59385 1.10135 -2.64414 1.9 -1.2 -0.8 -0.2822
O -0.72163 -0.85831 -3.50631 0.3 4.6 1.5 -0.5360
O 0.91233 3.89530 -0.99451 5.5 -1.2 0.8 -0.4812
O -3.89292 0.17916 2.07840 1.9 0.9 0.4 -0.4691
C -0.50571 0.31711 -3.16007 0.8 -2.2 -1.2 0.5101
C -2.70985 -0.51288 1.60252 0.7 -0.9 -1.8 -0.1097
C 0.80653 -1.74076 1.44368 -0.6 -0.5 -1.0 -0.3722
C -2.95614 -2.03230 1.16690 -0.5 -0.4 0.9 -0.6281
C -1.60450 -2.88734 0.98183 0.3 0.8 0.0 -0.7533
C 2.11103 3.55884 -0.85493 -4.3 -0.5 -2.0 0.4411
C -3.42350 1.54344 2.37124 0.5 0.5 -0.2 -0.5663
C -0.36392 -2.06769 0.37317 0.6 0.4 -0.4 0.1940
C 2.78929 2.26361 -1.48864 1.6 2.6 0.4 -1.0068
C 2.17046 -1.33425 0.70502 0.4 0.2 0.3 -0.7442
C 2.29984 0.24810 0.37600 0.6 -1.2 1.1 -0.8159
C 0.94977 1.01912 -3.19493 -2.1 -0.5 -1.2 -0.8179
H -3.58812 -2.14105 0.21450 0.9 0.5 1.4 0.2703
H 1.53816 0.42379 -3.98740 -0.9 1.0 1.1 0.2928
H 0.57983 1.33444 -0.82915 -0.2 0.3 -0.3 -0.3172
H 1.00290 -0.58770 -1.46029 -0.1 0.0 0.0 -0.2305
H 0.94588 -2.70652 2.05871 -0.1 1.5 -0.7 0.3880
H 0.42758 -0.88175 2.11151 0.8 -1.4 -0.8 0.0714
H 3.41050 0.51627 0.51087 -1.6 -0.2 0.0 0.2662
H -3.88030 2.29437 1.63543 0.4 -1.1 1.1 0.2496
H -2.28156 1.61554 2.21850 -1.8 -0.1 0.3 0.2460
H 3.04665 -1.65094 1.38340 -1.2 0.5 -0.9 0.3241
H 3.05438 2.50473 -2.58669 -0.6 -0.1 1.6 0.4254
H -1.85674 -0.51512 2.37095 -1.3 0.2 -0.9 0.1735
H -1.27427 -3.27751 2.01389 -0.6 0.4 -1.6 0.2848
H -0.65851 -1.05543 -0.09979 0.2 -1.7 0.7 -0.3532
H -2.35802 0.05427 0.65663 -0.3 -0.8 1.5 0.3107
H 2.29931 -1.93143 -0.27722 -0.3 0.8 1.4 0.2822
H 1.63067 0.78031 1.15785 1.2 -0.4 -1.2 0.1998
H -3.63538 1.84590 3.45143 0.0 -0.5 -1.4 0.2436
H 0.09822 -2.67048 -0.49969 -0.7 0.9 1.5 0.4939
H -3.53414 -2.52776 2.04125 0.7 0.7 -1.5 0.2655
H 2.85938 -0.04141 -2.01550 0.3 0.2 -0.1 -0.1658
H -1.82000 -3.75862 0.27047 0.2 1.1 1.3 0.2636
H 0.87467 2.13278 -3.43047 -0.1 -1.5 0.3 0.3725
H 3.80560 2.11824 -0.95904 -1.7 0.1 -0.8 0.4092
```
Positions in Å, forces in eV/Å.

HOMO-LUMO gap ... 7.409 eV
HOMO energy ... -4.573 eV
Net charge ... -1


# 4
Here is a 4-piece molecular cluster, C45H71I3N5O12S2 overall from the Open Molecules 2025 dataset. Energies are from ωB97M-V/def2-TZVPD.

Structure (XYZ):
```
138
Properties=species:S:1:pos:R:3:forces:R:3:mulliken_charge:R:1
I 0.05935 0.22807 -5.00193 -0.1 -0.1 -0.1 0.0643
I 3.57527 -4.53645 -4.92555 0.0 -0.1 0.1 0.2544
I 3.00010 0.64498 -1.00810 -0.7 0.7 0.4 -0.0257
S 5.16927 -2.83450 -1.83547 0.2 -0.2 -0.3 -0.1857
S -3.40383 -4.99546 -3.63454 0.0 0.0 -0.2 -0.2709
O -7.94258 -1.82990 -1.84568 -0.1 0.1 0.2 -0.3483
O -9.53917 -0.54115 0.96754 0.1 0.0 -0.2 -0.3333
O 5.13918 5.27627 4.33649 0.0 0.0 0.2 -0.2656
O 1.02164 -5.45828 -3.48638 -0.1 0.0 0.1 -0.5489
O -10.82941 -2.41554 -1.07887 -0.2 -0.1 -0.1 -0.4356
O 3.15087 8.85187 -0.97844 0.1 -0.2 -0.1 -0.3225
O 4.29114 5.61155 -0.41348 -0.2 0.2 -0.1 -0.3374
O 1.66690 6.31791 -1.80826 -0.2 -0.1 -0.1 -0.4062
O 3.94926 2.65377 6.40706 0.1 0.2 -0.1 -0.2845
O 6.23596 4.54876 7.08953 0.2 0.0 0.1 -0.4281
O 2.79163 -2.97167 -0.60823 0.5 0.3 0.6 -0.0787
O -3.87592 -4.92611 -0.99282 -0.3 -0.1 0.0 -0.0197
N -5.51407 -5.84458 -2.16946 0.5 0.3 0.0 -0.3253
N 4.31492 -1.83608 0.55204 -0.2 -0.7 -0.5 -0.2860
N -5.86634 -5.88962 -0.82079 0.7 0.2 0.3 -0.4002
N 2.47259 -2.15785 -3.39240 -0.4 -0.3 0.0 0.6460
N 3.13465 -1.86152 1.27611 -0.2 -0.2 -0.2 -0.2285
C 1.39303 2.38020 -3.37906 0.2 -0.1 -0.2 -1.0765
C -10.34202 0.61747 1.05129 0.0 0.0 0.1 -0.8037
C 3.89242 5.20582 -1.70217 0.2 -0.2 0.0 0.1589
C 1.16593 -4.14617 -3.20980 0.2 0.4 0.1 0.6042
C 6.48110 4.94955 4.64299 0.1 0.0 -0.2 -0.5560
C 1.82226 8.51778 -0.64056 -0.1 0.2 0.1 -0.5348
C -1.82367 -2.51307 0.46678 0.3 0.3 0.5 0.2037
C 1.52172 -1.44961 -2.70059 -0.3 -0.6 0.0 -0.5001
C -1.11426 -4.18158 -2.24066 -0.1 -0.1 -0.1 0.1553
C 1.75145 -7.57567 0.33472 0.0 0.0 0.0 -1.4154
C -7.29295 -3.07267 -1.97274 0.1 0.1 -0.1 -0.7215
C 1.24775 0.89723 -3.40981 -0.1 -0.1 0.1 0.9802
C 3.32691 9.65688 -2.12605 0.0 0.1 0.1 -0.8110
C 0.65283 -7.36167 -1.94879 0.1 -0.2 0.1 -0.9892
C -4.89241 -5.34217 -0.18322 -0.4 -0.3 -0.2 -0.0691
C -0.71961 -1.30789 -1.48708 -0.1 0.1 0.1 -1.4073
C -10.17974 -1.77047 1.23977 0.0 0.0 0.3 -0.5424
C 2.30779 -3.47939 -3.66504 -0.4 0.1 0.2 0.1755
C -0.16429 -1.23330 2.30529 -0.5 -0.2 -0.4 -0.3430
C 2.93130 6.14322 -2.40872 0.1 0.1 -0.1 -0.3120
C -10.13974 -2.77018 0.10206 0.1 -0.1 0.0 0.0254
C -10.36379 -1.36702 -1.90030 0.0 0.2 0.0 -0.1359
C -1.10952 -2.15933 2.75569 0.1 0.2 -0.6 -0.7927
C 3.67995 -1.47630 -3.88419 0.3 0.2 -0.1 -1.4390
C 4.07527 -2.49225 -0.53806 0.3 0.1 0.3 0.2067
C 1.65496 -6.37956 -2.53347 0.0 0.2 -0.2 -0.0486
C 0.15028 -3.43600 -2.54670 0.4 0.1 -0.1 0.0884
C 0.34808 -2.07415 -2.24361 0.5 -0.1 -0.3 1.3337
C 2.29197 -2.52526 0.56268 0.1 -0.2 0.5 -0.3345
C 4.02409 3.49364 7.54400 -0.1 -0.1 0.1 -0.5332
C -0.04409 -0.96516 0.93725 -0.8 -0.1 0.4 -0.5199
C 4.82045 6.65412 4.34819 -0.1 -0.1 -0.1 -0.9226
C -4.35408 -5.27187 -2.21504 -0.6 -0.5 0.0 0.3499
C 0.48950 -7.22989 -0.43891 0.0 0.2 0.0 0.0826
C 4.84152 -1.40112 -2.89291 0.3 -0.1 0.0 -0.3501
C -2.36714 -3.66801 -2.98182 0.2 0.1 0.3 -1.0235
C 4.44004 1.34178 6.56431 -0.1 0.0 0.0 -0.7935
C -9.07805 -1.62084 -2.66296 0.1 0.0 -0.2 -0.5385
C -0.85052 -1.61729 -0.00301 -0.1 -0.1 0.5 0.2518
C 1.54621 7.02955 -0.58842 0.0 0.0 0.1 -0.0221
C 6.64972 4.03626 5.84017 0.0 -0.1 0.0 -0.1351
C 3.93013 4.76253 0.65364 0.1 -0.1 0.0 -0.6483
C 1.76522 -0.00003 -2.56917 -0.2 0.5 -0.2 -1.8990
C 4.86399 4.74333 7.36012 -0.1 0.1 0.0 -0.1126
C -1.94652 -2.78995 1.83240 0.5 0.4 -0.2 -0.7808
H -1.21046 -2.36179 3.81016 0.0 0.0 0.1 0.4281
H -2.51648 -2.97930 -0.21766 -0.1 0.0 0.0 0.3288
H 1.63352 -7.34585 1.38965 0.0 0.0 0.1 0.4104
H -11.21648 -1.60957 1.55239 0.0 0.1 -0.1 0.3486
H -3.00066 -3.08938 -2.32128 -0.1 0.2 0.0 0.4291
H 6.90687 4.40745 3.78872 0.0 0.1 0.0 0.3386
H 0.54434 2.83001 -2.86780 -0.1 0.1 0.1 0.3888
H 3.45291 4.19924 -1.66623 0.0 0.0 0.1 -0.2937
H 1.11146 9.00357 -1.31688 0.0 0.0 -0.1 0.3419
H -2.10513 -3.02608 -3.81731 0.0 0.0 -0.2 0.6648
H -11.39826 0.39134 0.88557 0.0 0.0 0.0 0.3874
H 1.26964 -2.74248 0.81384 0.2 -0.2 -0.1 0.7757
H 3.41299 7.09507 -2.64333 0.0 0.0 0.2 -0.0160
H -10.23119 1.10018 2.02720 0.0 0.0 0.0 0.2756
H -9.21868 -2.46232 -3.35018 0.0 0.0 0.1 0.3401
H 4.77073 4.11969 0.93438 0.0 0.0 0.0 0.2822
H -0.31409 -7.88184 -0.10537 -0.2 -0.1 0.0 0.4662
H 0.17702 -6.20884 -0.20132 0.0 0.1 0.0 -0.1654
H 2.70694 5.66077 -3.36581 0.0 0.1 -0.1 0.4912
H 4.38990 2.93212 8.41040 0.1 0.0 -0.1 0.3445
H 2.11461 6.55452 0.21379 0.2 0.1 -0.1 -0.0668
H -8.89776 -0.72593 -3.27030 0.0 0.0 -0.1 0.3620
H 2.43971 -6.88537 -3.08443 0.1 0.0 -0.1 0.2442
H -0.30054 -7.23282 -2.45289 -0.1 0.0 -0.1 0.3923
H 3.67046 5.37204 1.51945 0.0 0.0 0.0 0.1045
H 3.41109 -0.46968 -4.17909 -0.1 0.1 0.0 0.2111
H 5.15998 1.27115 7.38326 0.0 0.0 0.0 0.3762
H 0.48799 6.93555 -0.33051 0.0 0.0 0.1 0.3889
H 4.83656 7.06406 3.33292 0.1 0.0 0.0 0.2607
H -4.78962 -5.17098 0.87152 0.0 0.0 0.1 0.4883
H -10.32086 -0.41514 -1.36449 0.2 -0.1 0.1 0.0169
H 1.61859 8.89615 0.36892 -0.1 0.1 0.0 0.3697
H -0.96830 -5.20641 -2.54688 0.1 -0.2 0.0 0.2155
H 4.85039 5.24382 8.33194 0.0 0.1 0.0 0.3879
H 7.72911 3.89993 5.95063 0.0 -0.1 0.0 0.3862
H -6.41151 -2.98303 -2.62079 0.0 -0.1 0.0 0.2597
H 0.67297 -0.22902 0.62359 0.2 0.2 -0.2 0.3649
H 2.31545 2.67195 -2.88958 0.0 0.1 0.2 0.0116
H 0.46712 -0.71276 3.00921 0.1 0.0 0.0 0.4748
H -10.01389 1.31830 0.28198 0.0 0.0 0.0 0.2375
H 4.78963 5.15020 -2.33184 0.0 -0.1 0.0 0.4381
H -1.67713 -1.51691 -1.94888 -0.1 0.0 -0.2 0.6586
H 1.41020 2.77693 -4.38870 0.0 0.1 -0.1 0.5087
H 4.74775 -0.54423 -2.23878 0.2 -0.1 -0.2 -0.0984
H -9.65925 -2.24778 2.07994 -0.1 0.0 0.1 0.3709
H -9.11542 -3.08950 -0.10408 0.0 0.2 0.0 -0.1426
H 4.24217 9.34082 -2.62910 0.0 0.0 0.0 0.2383
H -7.94586 -3.84739 -2.38027 0.0 0.0 0.0 0.3996
H 2.11030 -5.76915 -1.75578 0.1 0.0 0.1 0.1005
H 4.40020 5.42819 6.64600 0.0 -0.2 -0.1 -0.0227
H -11.13806 -1.26391 -2.66529 0.0 0.1 0.0 0.3879
H 3.43262 10.71012 -1.85101 -0.1 0.0 0.0 0.2735
H 2.49232 9.55447 -2.82461 0.0 0.0 0.0 0.3884
H 3.81036 6.76770 4.74618 0.0 0.0 0.0 0.2732
H 2.62223 -7.02724 -0.02021 0.1 0.1 0.0 0.3147
H 6.22201 3.05036 5.64431 -0.2 0.1 0.0 -0.0103
H -1.29363 -4.20681 -1.16950 0.0 0.0 0.0 -0.2076
H 5.50468 7.22960 4.97526 0.0 0.0 0.0 0.4621
H 3.06824 4.13719 0.39933 0.0 0.0 0.0 0.3060
H -0.56624 -0.24087 -1.60829 0.1 0.1 0.0 0.7498
H 0.98920 -8.37319 -2.17037 0.0 -0.1 -0.1 0.5024
H 3.00981 3.83658 7.77939 0.0 0.0 0.1 0.3603
H 3.99198 -1.98817 -4.78177 0.0 -0.1 -0.1 0.9054
H 7.07965 5.85523 4.77957 -0.1 0.0 0.1 0.3897
H 5.75391 -1.26298 -3.46702 0.1 0.0 -0.1 0.5982
H 1.97798 -8.63501 0.24557 0.0 -0.1 0.0 0.3876
H -10.67871 -3.64821 0.46840 0.1 0.0 0.0 0.3954
H 4.94072 1.04604 5.64032 0.0 0.0 0.0 0.2227
H -2.69841 -3.48405 2.17457 -0.1 -0.1 0.0 0.4170
H 3.62245 0.63834 6.75403 0.0 0.0 0.0 0.2696
H -6.96709 -3.39058 -0.98152 0.0 0.0 0.0 0.1722
```
Positions in Å, forces in eV/Å.

HOMO-LUMO gap ... 6.371 eV
HOMO energy ... -10.264 eV
Net charge ... +1


# 5
Here is C9H25ClIO2P2Pm as an isolated structure from the Open Molecules 2025 dataset. Energies are from ωB97M-V/def2-TZVPD.

Structure (XYZ):
```
41
Properties=species:S:1:pos:R:3:forces:R:3:mulliken_charge:R:1
Pm 0.05092 -0.15625 -0.58489 -0.1 -0.5 -1.0 1.0112
I -0.00544 0.06814 -4.35805 0.0 -0.5 -0.1 -0.0593
Cl -0.00696 -2.45742 -1.57612 0.0 0.7 0.5 -0.3250
P 2.87338 -0.11359 -0.14390 0.8 0.6 0.2 0.5011
P -2.86032 -0.05914 -0.14799 -1.6 0.4 0.4 0.5275
O 0.34571 -0.85925 1.63464 -0.8 -1.6 0.6 -0.3571
O 0.01931 2.56867 -5.95516 0.0 -3.7 -0.9 -0.3435
C 3.83386 1.05290 0.87272 -0.3 0.3 0.2 -1.0840
C 3.47933 0.05957 -1.83001 -0.1 0.2 -0.3 -1.0410
C 3.45738 -1.72236 0.38409 -0.3 -0.6 0.3 -1.0674
C 0.00918 1.39311 -6.23073 0.0 4.5 0.5 0.4503
C 0.00570 0.77412 -7.60859 0.0 -0.3 0.4 -0.8615
C 0.52992 -0.34146 3.00124 0.1 0.1 0.1 -0.6733
C -3.50972 0.10937 -1.83181 0.4 0.2 -0.5 -1.0684
C -3.85641 1.12314 0.85853 0.6 0.3 0.2 -1.0909
C -3.47227 -1.66735 0.40272 0.4 -0.7 0.3 -1.0826
H 1.56644 -0.46733 3.31713 -0.1 -0.2 -0.2 0.2706
H -2.97789 -0.61267 -2.46731 -0.2 0.2 0.0 0.3090
H 0.89358 0.15356 -7.75838 -0.1 0.0 0.2 0.3098
H 4.92438 0.89992 0.79055 -0.5 0.0 0.0 0.3830
H -4.55241 -1.81329 0.31686 0.1 0.3 -0.1 0.4089
H -3.20971 -1.80431 1.46077 0.0 0.0 -0.2 0.3458
H 2.92887 -0.65740 -2.45988 0.3 0.2 0.0 0.3165
H 0.00932 1.60267 -8.32277 0.0 -0.1 0.2 0.3200
H 3.24841 1.08123 -2.16930 0.2 -0.3 -0.1 0.3755
H 3.56867 2.07769 0.55291 0.3 -0.4 0.3 0.3483
H 2.90531 -2.50179 -0.15515 0.2 0.0 0.1 0.3241
H 3.51648 0.90909 1.92364 0.3 0.2 -0.5 0.3052
H -0.88688 0.16031 -7.75795 0.1 0.0 0.2 0.3113
H -4.58591 -0.06092 -1.92616 0.1 0.0 0.2 0.3806
H -3.56174 0.98418 1.91378 -0.2 0.2 -0.4 0.3407
H 3.23842 -1.81569 1.45498 0.1 -0.2 -0.2 0.2962
H -0.13288 -0.92302 3.64554 0.1 0.4 0.1 0.3452
H 4.55763 -0.12889 -1.87273 -0.2 0.0 -0.2 0.3987
H 0.30645 0.73068 3.01098 -0.2 -0.4 0.0 0.2864
H -4.95297 1.02514 0.79366 0.5 -0.3 -0.2 0.3734
H -3.57814 2.14363 0.54292 -0.2 -0.3 0.3 0.3406
H -3.27874 1.12063 -2.19733 -0.1 -0.3 0.0 0.3676
H -2.97388 -2.44994 -0.18383 -0.1 0.0 0.2 0.3278
H 4.52884 -1.85780 0.21823 -0.1 0.1 0.0 0.4374
H 0.03976 -1.80669 1.74673 0.6 1.3 -0.3 0.3412
```
Positions in Å, forces in eV/Å.

HOMO-LUMO gap (alpha / beta) ... 7.958 / 8.371 eV
Multiplicity ... 5
<S²> ... 6.0064
HOMO energy (alpha / beta) ... -15.039 / -15.041 eV
ΔE to the lowest compared entry with this formula, charge and spin ... 0.000 eV
Net charge ... +2


no.,largest force on an atom (Eh/bohr)
1,0.1164
2,0.1109
3,0.1103
4,0.0206
5,0.0879